{
  "formula": "C7H15INO",
  "method": "the ωB97M-V functional and the def2-TZVPD basis",
  "energy_ev": -19131.5069,
  "spin_multiplicity": 1,
  "total_charge": 1,
  "e_homo_ev": [-11.6, -11.1],
  "orbital_gap_ha": [0.2776, 0.2178],
  "relative_energy_kcal_mol": 44.88,
  "lumo_ev": [-4.04, -5.13],
  "species": ["C", "C", "C", "C", "C", "C", "C", "N", "O", "I", "H", "H", "H", "H", "H", "H", "H", "H", "H", "H", "H", "H", "H", "H", "H"],
  "positions_angstrom": [[-1.4873, -0.9720, -0.2906], [0.0039, 0.5995, -1.5301], [-0.3389, -1.1597, 0.8061], [1.1033, 0.5406, -0.3808], [0.3721, 0.1783, 0.8742], [-1.0982, -1.4493, 2.1038], [1.9356, 1.7924, -0.2469], [-0.8293, -0.6894, -1.5489], [-0.1499, 1.0661, 1.6907], [3.2068, -0.5674, 2.3688], [-2.0296, -1.8703, -0.2722], [-2.0075, -0.1091, 0.0586], [-0.7383, 1.3801, -1.3719], [0.4553, 0.6511, -2.4213], [0.2898, -1.9982, 0.5853], [1.7352, -0.3133, -0.6262], [-0.4381, -1.3972, 3.0368], [-1.5996, -2.3725, 2.0226], [-1.9617, -0.7344, 2.3101], [2.6151, 1.8923, 0.6191], [1.1782, 2.5559, -0.1056], [2.4397, 2.0485, -1.1779], [-0.4857, -1.3972, -2.1351], [-1.5547, -0.2911, -2.0990], [0.4302, 1.9129, 1.8370]],
  "forces_ev_per_angstrom": [[3.3, -0.7, 2.6], [-0.1, -0.7, 4.4], [-2.2, 1.6, 1.1], [-0.1, -0.6, -0.1], [1.5, -1.4, 0.2], [0.0, 1.8, 1.7], [-0.8, 1.0, -0.3], [-1.1, 3.2, -0.6], [1.1, 2.0, 0.4], [-1.1, 0.2, -0.5], [-1.1, -0.9, -0.5], [-0.8, 0.5, -0.3], [0.2, 0.2, 0.0], [1.6, 0.5, -3.5], [0.7, -0.2, -0.4], [0.0, -0.1, 0.0], [-0.8, -0.3, -1.5], [-0.2, -1.5, 0.1], [1.3, -0.5, -0.4], [-0.2, -0.8, -0.5], [0.0, 0.8, 0.0], [0.2, -0.1, 0.1], [1.2, -1.8, -0.3], [-1.3, -0.1, -1.2], [-1.3, -2.2, -0.7]],
  "nbo_charge": [-0.24, -0.19, -0.33, -0.35, 0.56, -0.62, -0.63, -0.49, -0.66, -0.34, 0.25, 0.23, 0.22, 0.23, 0.26, 0.26, 0.27, 0.22, 0.22, 0.28, 0.19, 0.25, 0.44, 0.43, 0.54]
}

---

{
  "formula": "C19H48B2NO28",
  "method": "the ωB97M-V functional and the def2-TZVPD basis",
  "energy_ev": -80655.9604,
  "spin_multiplicity": 1,
  "total_charge": -1,
  "e_homo_ev": -7.1,
  "orbital_gap_ha": 0.2971,
  "relative_energy_kcal_mol": 60.19,
  "lumo_ev": 1.01,
  "species": ["C", "C", "C", "C", "N", "C", "C", "C", "C", "C", "C", "C", "H", "H", "H", "H", "H", "H", "H", "H", "H", "H", "H", "H", "H", "H", "H", "H", "H", "H", "H", "H", "H", "H", "H", "H", "O", "C", "O", "B", "O", "C", "O", "O", "C", "O", "C", "O", "O", "O", "C", "O", "B", "O", "C", "O", "O", "C", "O", "C", "O", "O", "O", "H", "H", "O", "H", "H", "O", "H", "H", "O", "H", "H", "O", "H", "H", "O", "H", "H", "O", "H", "H", "O", "H", "H", "O", "H", "H", "O", "H", "H", "O", "H", "H", "O", "H", "H"],
  "positions_angstrom": [[7.3760, 33.8710, 12.3040], [6.6340, 33.1510, 13.4780], [6.5100, 31.6470, 13.3160], [5.5410, 31.1510, 14.3330], [5.0580, 29.7220, 14.1940], [4.0320, 29.3970, 15.2750], [4.8190, 28.9530, 16.5290], [6.1850, 28.4670, 15.9820], [6.0790, 28.6890, 14.4910], [4.5180, 29.3470, 12.8410], [3.1750, 30.1690, 12.3970], [2.9840, 30.2040, 10.8590], [7.3390, 34.8530, 12.5570], [6.8730, 33.9040, 11.3010], [8.4760, 33.4630, 12.1690], [5.8000, 33.7120, 13.5470], [7.3680, 33.3090, 14.2580], [7.4400, 31.0780, 13.4500], [6.1490, 31.6880, 12.3980], [4.6720, 31.9950, 14.4530], [6.0560, 31.2100, 15.2760], [3.4460, 28.5470, 14.9980], [3.3230, 30.1110, 15.5610], [4.3430, 28.1040, 17.0210], [5.0270, 29.7630, 17.3950], [6.6840, 27.4540, 16.3080], [6.8060, 29.2200, 16.2260], [5.8740, 27.6590, 14.0510], [6.9790, 28.9540, 14.2530], [4.1410, 28.3890, 12.6140], [5.1950, 29.4000, 11.9880], [3.2330, 30.9610, 12.8590], [2.3250, 29.6180, 12.7080], [2.6690, 29.2700, 10.5710], [3.6700, 30.8320, 10.2770], [1.8660, 30.7660, 10.6850], [9.9470, 25.7210, 16.9460], [9.8130, 26.5540, 16.0740], [10.3220, 27.6500, 16.0520], [10.1280, 28.1100, 14.5960], [9.2690, 27.1150, 14.0370], [9.1140, 26.2410, 14.8940], [8.2270, 25.4470, 14.8650], [11.4570, 28.2360, 13.8720], [11.4370, 29.2550, 13.2060], [12.3540, 29.5720, 12.4600], [10.3220, 29.9700, 13.5270], [9.5570, 29.3780, 14.4120], [9.8970, 30.9750, 12.8680], [14.1640, 25.8190, 13.6260], [13.3120, 25.2720, 12.9760], [13.3360, 25.1680, 11.7350], [11.9120, 24.9870, 11.3000], [11.2740, 24.9770, 12.6670], [12.1120, 25.0240, 13.5800], [11.7100, 24.7900, 14.7630], [11.6250, 23.7210, 10.5320], [11.2290, 24.2750, 9.4090], [10.7950, 23.6040, 8.5480], [11.0990, 25.6470, 9.4510], [11.4370, 26.0690, 10.5220], [10.9510, 26.4150, 8.4470], [14.8200, 28.3240, 12.9140], [14.5140, 27.4190, 13.4020], [14.0500, 28.8970, 13.0370], [8.5690, 23.1270, 13.2230], [7.7030, 22.8960, 13.6010], [8.7200, 23.9380, 13.8200], [10.4720, 34.0810, 14.0230], [9.9680, 34.8830, 14.3190], [10.1890, 33.4030, 14.5060], [12.3060, 25.8430, 18.5580], [12.7700, 26.5690, 18.0170], [11.5150, 25.7750, 17.9920], [9.8900, 32.1980, 16.1040], [10.2190, 32.5230, 16.8780], [10.6120, 31.6270, 16.0030], [9.8100, 31.9910, 10.6050], [9.9810, 31.5010, 11.3270], [10.6100, 31.6380, 10.0850], [12.1620, 30.7090, 9.5110], [12.2410, 30.5660, 10.4970], [12.0560, 30.0160, 8.9390], [11.8430, 22.9150, 16.9280], [12.7440, 23.0410, 17.1860], [11.6610, 23.6940, 16.4380], [8.8720, 22.8960, 18.2170], [9.5770, 23.5110, 17.9790], [9.3920, 22.0140, 18.3490], [13.1890, 27.8250, 16.4850], [12.1740, 27.6880, 16.3760], [13.0630, 28.5990, 16.9410], [6.3680, 25.3460, 12.6940], [6.7470, 25.3470, 13.4980], [6.0470, 24.4490, 12.9630], [8.7410, 28.2300, 11.1250], [9.1550, 28.4180, 10.2250], [9.2310, 27.4050, 11.6230]],
  "forces_ev_per_angstrom": [[1.5, -3.7, -1.6], [5.3, -0.8, -1.1], [0.8, 0.3, 3.1], [-1.8, 2.1, 0.5], [-1.8, -1.4, -0.3], [1.0, -1.1, 1.5], [1.0, 0.4, 1.9], [-1.3, -1.7, 0.1], [-3.1, -4.5, 1.4], [-2.5, 2.5, -2.8], [2.0, -8.1, -4.5], [-3.2, 4.5, 1.5], [0.6, 3.1, 0.9], [0.2, -0.8, 0.8], [-2.3, 1.0, 0.2], [-3.3, 1.2, 1.0], [-0.4, 0.5, 0.9], [0.0, 0.6, -0.7], [-1.6, -1.4, -4.5], [1.4, -2.7, -0.4], [0.0, -0.3, 0.7], [0.0, -0.6, -0.8], [-0.7, 1.9, -0.4], [-0.4, 0.3, 0.0], [-0.8, -1.6, -2.2], [-1.5, 1.9, -0.7], [2.7, 2.1, 1.6], [-0.3, 1.7, -0.3], [5.0, 1.8, -2.5], [0.2, -2.0, 1.6], [1.0, 0.8, 0.7], [0.1, 8.7, 4.1], [-0.8, -0.5, 0.9], [0.4, -2.4, -1.4], [0.1, -0.9, 0.1], [2.9, -1.1, 0.5], [-0.4, 0.3, 0.5], [0.3, -7.5, 4.4], [2.7, 7.4, -1.9], [1.9, -0.2, 0.4], [1.2, 3.1, -4.0], [-3.6, -2.7, 0.5], [-1.3, -2.1, -0.1], [-0.9, -6.4, 4.1], [6.6, 1.6, -4.2], [-1.3, 0.8, -0.1], [-7.6, 8.2, -3.5], [-0.3, 1.0, 0.9], [1.8, -3.6, 3.8], [1.6, -0.2, 1.1], [5.9, 2.8, 2.2], [-0.8, -0.9, -4.2], [0.7, -2.1, 2.6], [-3.9, -0.1, -4.1], [-5.7, -3.2, 7.0], [2.1, 1.5, -2.5], [1.5, 2.8, 2.0], [-1.7, -5.9, -0.7], [-0.6, -1.4, -3.0], [-0.7, 6.0, -10.1], [1.6, 3.4, 7.2], [-0.5, -2.5, 2.6], [-1.0, -2.5, 1.8], [1.3, 3.0, -1.7], [0.3, -0.2, -0.3], [-0.5, 1.7, 1.8], [0.4, -0.5, -0.4], [0.3, -1.7, -1.5], [1.2, 5.9, -2.9], [0.8, -1.3, -0.4], [-2.0, -4.4, 3.3], [0.7, 1.9, -1.6], [-0.4, -1.6, 1.2], [-0.1, -0.4, 0.5], [-2.1, -0.5, -2.3], [0.5, 2.5, 3.8], [1.5, -2.1, -1.5], [1.1, 1.7, -5.6], [0.3, -2.2, 4.4], [-1.6, 1.1, 0.1], [0.4, 4.1, 3.3], [0.1, -1.0, -1.8], [-0.3, -3.3, -1.2], [-0.5, -1.4, 0.7], [0.8, 0.1, 0.4], [-0.4, 1.2, -1.1], [1.3, -2.5, 0.5], [0.0, 0.0, -0.1], [-1.4, 2.5, -0.5], [-2.9, -2.8, -1.6], [2.5, -0.5, -0.3], [0.6, 3.4, 2.0], [-3.1, -1.9, -2.9], [3.6, 1.9, 4.7], [-0.6, 0.3, -1.9], [2.0, -2.2, 0.7], [-0.4, -0.9, 1.9], [-1.6, 3.0, -2.5]],
  "mulliken_charge": [-1.38, -0.93, 0.55, -1.01, 1.10, -0.82, -0.63, -0.61, -0.21, -1.36, -1.10, -1.31, 0.54, 0.36, 0.15, 0.67, 0.22, -0.44, 0.44, 0.39, 0.50, 0.47, 0.43, 0.34, 0.28, 0.39, 0.19, 0.04, 0.15, 0.76, 0.69, 0.83, 0.41, 0.45, 0.35, 0.28, -0.96, 0.40, -0.81, 1.29, 0.16, 1.10, -1.01, -0.36, 0.50, -0.96, -0.13, 0.37, -0.47, -0.71, -0.05, -0.60, 1.41, -0.28, 0.88, -0.44, -0.57, 0.19, -0.57, 0.92, -0.51, -0.73, -0.75, 0.40, 0.33, -0.63, 0.23, 0.39, -0.57, 0.30, 0.30, -0.74, 0.48, 0.33, -0.56, 0.27, 0.22, -0.70, 0.41, 0.45, -0.71, 0.36, 0.29, -0.63, 0.31, 0.33, -0.68, 0.36, 0.32, -0.68, 0.17, 0.32, -0.48, 0.11, 0.35, -0.58, 0.28, 0.18]
}